1.
C10H40N20O10 | wB97M-V/def2-TZVPD

Output
- Total charge: 0
- Electronic energy: -2252.571696 Ha
- LUMO energy: -0.1 eV
- Gap between HOMO and LUMO: 9.194 eV
- ΔE to the lowest compared entry with this formula, charge and spin: 1174.28 kJ/mol
- SMILES: NC(N)=O.NC(N)=O.NC(N)=O.NC(N)=O.NC(N)=O.NC(N)=O.NC(N)=O.NC(N)=O.NC(N)=O.NC(N)=O

Geometry as XYZ:
```
80
Properties=species:S:1:pos:R:3:forces:R:3
C -2.933106 6.983611 -2.467999 -2.6 4.3 1.3
O -3.505686 7.694571 -3.249029 -0.7 0.5 -2.2
N -2.989086 7.225041 -1.182109 -1.1 0.7 4.6
N -2.065296 6.088631 -2.649519 4.6 -5.3 -3.7
H -3.470306 8.034571 -0.817159 0.0 -0.5 -0.1
H -2.401936 6.643781 -0.601159 -0.3 0.8 0.4
H -1.684506 6.105521 -3.584839 0.0 -0.9 0.1
H -1.916196 5.311141 -2.022309 0.1 0.3 -0.4
C -7.199616 2.199181 -1.038509 -4.7 2.0 -0.3
O -8.056356 1.789981 -1.780749 -0.8 -1.5 -2.4
N -6.246256 1.513771 -0.570979 4.7 -4.1 0.8
N -7.393756 3.370621 -0.485089 0.5 3.8 1.9
H -5.607766 1.749441 0.175271 -0.2 0.0 -0.4
H -6.152546 0.678341 -1.130769 0.6 -0.3 0.6
H -6.756736 3.661411 0.242751 -0.4 0.4 -0.2
H -8.240276 3.896871 -0.648109 0.3 -0.3 0.0
C -1.505346 1.130831 4.894151 0.0 1.1 -0.9
O -2.015746 1.869521 4.081011 -0.7 -0.3 -2.4
N -0.983026 -0.090679 4.746651 -0.1 -0.5 -1.2
N -1.327666 1.637681 6.075011 0.4 0.8 3.6
H -1.128436 -0.398719 3.795821 0.2 -1.1 0.5
H -0.890696 -0.617789 5.603231 0.0 -0.7 -0.9
H -1.561826 2.620071 6.088131 0.3 -0.3 0.9
H -0.813486 1.090421 6.750451 -0.1 1.0 0.4
C 8.518844 0.259391 4.218071 4.1 -3.5 -1.6
O 9.453734 -0.464589 4.084361 2.9 -4.2 -0.4
N 8.755734 1.407731 4.615751 -0.6 8.4 3.3
N 7.354414 0.016851 3.802071 -7.0 -1.7 -2.0
H 7.885224 1.876581 4.821921 0.9 1.3 0.6
H 9.671924 1.697971 4.926311 -0.5 -0.2 0.0
H 7.148844 -0.860819 3.346511 0.2 0.2 0.2
H 6.651694 0.740821 3.755651 0.1 -0.4 -0.1
C 3.217654 7.410931 -0.375189 1.3 4.6 -2.8
O 3.758874 7.748011 -1.420799 -0.9 1.1 -0.3
N 2.569254 8.123221 0.555781 -1.3 4.4 0.3
N 3.234944 6.248531 0.029981 1.0 -8.6 1.8
H 1.896164 8.694931 0.065701 -0.2 0.6 1.0
H 2.348614 7.704771 1.448151 -0.6 0.4 -0.6
H 3.698134 5.625811 -0.616369 0.4 -0.7 1.0
H 3.125724 6.216501 1.033551 0.3 -1.8 -0.5
C -3.912166 -7.009209 2.416501 -4.3 -3.4 4.7
O -4.610856 -7.520999 3.304881 0.1 0.6 -0.3
N -4.162136 -6.000709 1.697261 -1.9 6.1 -2.9
N -2.841696 -7.538969 1.992831 5.0 -3.1 -0.5
H -4.995196 -5.440279 1.807001 0.5 0.1 0.2
H -3.272976 -5.612879 1.416081 -1.0 1.3 -0.6
H -2.482296 -7.109469 1.152331 0.8 -1.5 0.1
H -2.683116 -8.433979 2.433181 0.9 0.0 -0.7
C 1.331514 -2.183819 -1.141619 -0.5 1.0 0.3
O 0.782134 -3.163789 -0.756769 -1.7 -2.8 0.7
N 2.587974 -1.915249 -0.980029 4.1 -0.6 0.8
N 0.759604 -1.131419 -1.672619 -3.2 1.7 -1.5
H 3.085634 -2.754709 -0.719769 0.9 0.6 -0.2
H 2.921214 -1.132789 -1.524829 1.0 -0.7 0.4
H 1.301914 -0.332069 -1.967659 -0.9 -0.1 -0.1
H -0.231806 -1.273389 -1.803209 0.1 0.9 -0.4
C 5.232454 -7.232849 3.375621 0.2 2.5 -1.5
O 5.947454 -6.474459 2.756831 0.6 0.8 -0.5
N 3.967424 -7.072639 3.601031 -4.7 2.8 -0.3
N 5.574834 -8.350179 3.836051 5.1 -6.6 1.9
H 3.437884 -7.836329 3.996591 -0.2 0.5 -0.5
H 3.645194 -6.522769 2.817501 -1.3 0.1 0.5
H 6.474744 -8.601369 3.452411 0.2 -0.6 0.6
H 4.995954 -9.100789 4.184731 0.1 0.5 -0.3
C -6.327226 -4.336069 -4.543769 1.4 2.9 1.5
O -5.484846 -3.537389 -4.276009 3.3 1.7 0.1
N -7.523036 -4.153569 -4.145959 -6.4 1.0 2.1
N -6.259726 -5.413229 -5.211549 1.6 -6.4 -3.7
H -7.821086 -3.264269 -3.771239 0.1 -0.4 0.0
H -8.157166 -4.932369 -4.252949 -0.5 0.9 0.4
H -5.416296 -5.967849 -5.244999 0.0 0.4 -0.1
H -7.107456 -5.959209 -5.269559 0.5 -0.1 -0.3
C 3.779824 2.894311 -5.980459 2.2 -2.5 5.0
O 4.270884 2.462011 -4.861849 -1.6 1.1 -3.5
N 3.359494 4.119741 -6.143939 -0.9 3.5 -0.2
N 3.586874 2.151781 -7.057669 0.1 -1.7 -1.5
H 3.273984 4.485351 -7.081559 -0.1 0.1 0.3
H 3.420694 4.798131 -5.398189 0.2 -0.3 -0.1
H 3.870034 1.182341 -7.047789 0.0 0.4 -0.1
H 3.237204 2.580951 -7.902439 0.1 -0.5 0.2
```
Positions in Å, forces in eV/Å.

---

2.
C10H40N20O10 | wB97M-V/def2-TZVPD

Output
- Total charge: 0
- Electronic energy: -2252.670535 Ha
- LUMO energy: 0.3 eV
- Gap between HOMO and LUMO: 9.377 eV
- ΔE to the lowest compared entry with this formula, charge and spin: 914.78 kJ/mol
- SMILES: NC(N)=O.NC(N)=O.NC(N)=O.NC(N)=O.NC(N)=O.NC(N)=O.NC(N)=O.NC(N)=O.NC(N)=O.NC(N)=O

Geometry as XYZ:
```
80
Properties=species:S:1:pos:R:3:forces:R:3
C 2.421224 0.927243 -4.914627 -1.3 -1.6 4.0
O 2.372034 -0.274457 -4.733057 -0.2 -0.7 0.4
N 2.108294 1.887823 -4.000877 0.1 0.3 -0.4
N 2.754494 1.427593 -6.043677 2.1 1.3 -6.1
H 2.415464 2.765583 -4.394927 -0.6 0.5 1.5
H 1.812164 1.675853 -3.058817 0.3 0.3 -0.3
H 3.052294 0.759723 -6.740357 -0.1 0.0 0.2
H 2.996424 2.367283 -6.323947 -0.3 0.0 0.7
C -1.887596 -7.840267 -0.317897 0.3 3.0 2.9
O -1.290326 -8.252507 0.636173 1.3 -1.0 2.5
N -2.396246 -6.617247 -0.374827 -0.8 3.0 0.8
N -2.101026 -8.515607 -1.348697 -0.9 -5.1 -6.2
H -2.825996 -6.203157 -1.189657 0.2 -0.1 0.3
H -2.235906 -6.043767 0.440963 -0.1 0.1 -0.4
H -1.829426 -9.487547 -1.307887 0.0 0.2 -0.2
H -2.535226 -8.186157 -2.199007 0.1 0.0 0.4
C -3.602336 -5.488177 4.661903 1.9 2.7 -3.0
O -3.013366 -4.720337 3.910953 -0.1 1.5 0.2
N -4.500786 -5.246497 5.566443 -4.1 2.4 4.0
N -3.424846 -6.744817 4.559413 0.7 -6.5 0.3
H -5.120756 -5.948047 5.945353 0.5 -0.2 -0.4
H -4.828916 -4.355847 5.911643 0.7 0.3 -0.7
H -2.732656 -7.218827 3.997023 -0.1 0.6 -0.1
H -3.849206 -7.275467 5.306703 0.5 -0.5 -0.5
C 3.026394 -3.641717 3.380633 -6.4 6.4 3.4
O 2.680054 -2.463547 3.727553 0.2 -1.6 -0.7
N 4.173254 -3.878357 3.021103 8.1 -1.9 -2.6
N 2.191314 -4.633787 3.426503 -2.5 -2.8 0.3
H 4.445494 -4.846727 2.930263 0.7 0.5 -0.3
H 4.793134 -3.083137 2.962283 0.2 -0.6 0.0
H 2.507434 -5.574307 3.237823 -0.5 0.2 0.1
H 1.277354 -4.459297 3.819363 0.2 -0.2 -0.2
C -3.552026 -1.096387 -2.934237 -0.7 -3.4 2.3
O -3.344046 -2.276047 -2.775237 -0.7 -2.4 0.2
N -4.556916 -0.415027 -2.425707 -2.1 1.2 0.9
N -2.693926 -0.374557 -3.524447 4.4 4.5 -3.8
H -4.689116 0.496873 -2.839307 -0.5 -0.1 0.8
H -4.989396 -0.757057 -1.579497 -0.3 0.3 -0.4
H -2.459556 0.521363 -3.121327 0.0 -0.1 -0.4
H -2.017516 -0.793667 -4.146467 0.0 -0.1 0.5
C -6.814116 -2.426987 1.610083 -2.6 1.5 -3.6
O -7.700776 -1.942147 0.931513 -1.9 0.1 -0.3
N -5.850046 -1.697147 2.014693 3.5 4.0 2.3
N -6.522146 -3.659947 1.749753 0.4 -5.8 1.2
H -6.008196 -0.720607 1.811083 0.7 0.0 0.6
H -5.123326 -2.116287 2.577103 0.2 1.1 -0.1
H -7.132896 -4.416447 1.476263 0.2 0.3 0.2
H -5.723776 -3.794227 2.353643 -0.3 -1.2 -0.3
C 4.565094 7.981383 0.982983 -3.7 -3.3 -0.2
O 3.659464 7.149303 0.809173 0.8 0.4 0.0
N 4.593404 8.723993 2.075583 -0.3 1.4 2.3
N 5.538054 8.220523 0.161313 2.8 1.3 -1.6
H 3.926224 8.438113 2.777903 0.3 0.4 0.0
H 5.381544 9.321203 2.281163 -0.4 -0.2 0.4
H 6.042134 9.025583 0.504653 0.8 -0.3 -1.3
H 5.755304 7.719813 -0.688497 -0.3 0.3 0.3
C -1.386406 6.481663 -2.735277 2.1 5.2 1.3
O -0.749976 7.061213 -3.553997 2.2 1.3 -3.4
N -1.991016 5.411993 -2.874567 -3.8 -7.2 -1.5
N -1.556856 7.051953 -1.551587 -0.3 1.2 3.1
H -2.279156 4.903303 -2.050977 -0.2 -0.3 -0.6
H -2.127526 5.116323 -3.830627 0.0 -0.6 0.5
H -2.431716 6.846313 -1.090687 0.3 0.5 0.3
H -1.162616 7.981703 -1.535477 -0.3 -0.1 0.4
C 7.220524 3.761643 -2.003327 -4.9 3.5 0.4
O 7.270884 4.616893 -2.810437 0.1 3.0 -4.3
N 8.141004 3.099833 -1.573257 9.4 -6.1 1.8
N 6.219974 3.665723 -1.154757 -4.9 0.7 1.6
H 8.982844 3.306053 -2.091787 0.6 -0.7 0.7
H 8.101084 2.853393 -0.594607 0.7 -0.2 -0.5
H 5.884664 2.770533 -0.828697 -0.2 0.3 -0.1
H 5.570404 4.394663 -1.413187 -0.9 -0.5 0.5
C -0.512356 1.395023 1.111553 -0.5 -0.7 -0.9
O -1.295666 2.040793 0.453063 -0.6 0.4 -0.5
N 0.670634 1.820563 1.565253 2.0 1.9 0.6
N -0.589496 0.090463 1.420423 -0.8 -1.6 0.4
H 0.941384 1.476323 2.475363 0.4 0.4 -0.2
H 0.974094 2.729623 1.246493 -0.1 0.0 0.6
H -1.303176 -0.520677 1.049923 0.2 0.3 0.2
H 0.272824 -0.278427 1.795143 -0.5 -0.6 -0.3
```
Positions in Å, forces in eV/Å.

---

3.
C10H42O11 | wB97M-V/def2-TZVPD

Output
- Total charge: 0
- Electronic energy: -1233.625462 Ha
- LUMO energy: -0.1 eV
- Gap between HOMO and LUMO: 9.663 eV
- ΔE to the lowest compared entry with this formula, charge and spin: 394.31 kJ/mol
- SMILES: CO.CO.CO.CO.CO.CO.CO.CO.CO.CO.O

Geometry as XYZ:
```
63
Properties=species:S:1:pos:R:3:forces:R:3
O -9.156764 9.475209 4.340740 -0.5 0.5 0.1
H -9.184186 8.654904 3.854815 0.1 -0.4 -0.1
H -8.342555 9.473113 4.842947 0.4 0.0 0.0
C -12.324120 10.494638 1.876837 0.5 0.1 0.0
O -12.931332 11.706823 1.395780 0.0 -0.5 0.0
H -12.112017 10.650267 2.949303 -0.5 -0.2 -0.4
H -12.900515 9.572529 1.680067 -0.2 0.6 0.3
H -11.344786 10.323192 1.414615 -0.1 0.2 -0.1
H -13.242802 11.603800 0.485829 0.2 -0.1 0.3
C -14.223244 9.044599 5.296679 0.1 -0.5 0.3
O -15.263780 9.968232 5.598413 0.2 -0.3 -0.4
H -13.236479 9.553062 5.242286 -0.5 -0.4 0.0
H -14.238069 8.358151 6.158740 0.3 0.2 -0.4
H -14.378609 8.418293 4.374837 -0.1 0.7 0.7
H -15.358468 10.568803 4.857533 0.0 0.2 -0.1
C -12.393136 14.426942 3.490235 0.1 -0.2 0.2
O -13.472311 13.505418 3.540279 0.2 0.0 -0.3
H -12.710484 15.407566 3.106021 0.2 -0.2 0.1
H -11.950027 14.529722 4.489189 -0.2 0.2 -0.1
H -11.607885 13.999058 2.865107 0.2 0.3 -0.2
H -13.389157 13.025779 2.700259 -0.4 -0.2 0.3
C -8.254133 13.194878 4.003072 0.5 0.6 -0.1
O -7.609292 11.961861 3.683413 -0.5 0.1 0.2
H -7.500490 13.926295 4.342931 -0.1 -0.5 -0.1
H -8.674443 13.618092 3.074260 -0.3 0.0 0.5
H -8.988542 13.093451 4.823768 0.1 0.0 -0.5
H -8.331334 11.394713 3.376071 0.4 -0.2 0.1
C -14.033540 10.271734 8.778451 -0.9 1.2 -0.3
O -14.111476 11.665277 9.210379 0.8 -0.6 0.4
H -13.994852 9.637441 9.666340 0.2 0.2 -0.2
H -14.973013 10.109143 8.246873 0.2 -0.6 -0.1
H -13.192929 10.085739 8.100359 0.0 0.0 0.3
H -14.079623 12.273092 8.460999 0.0 -0.3 -0.1
C -7.685211 13.898946 7.421971 -0.8 -0.2 1.2
O -6.873184 14.282916 8.549243 -0.1 0.0 -0.2
H -7.172662 13.102228 6.906758 0.4 0.0 -0.5
H -8.645386 13.429517 7.732084 0.5 0.5 -0.1
H -7.893675 14.759348 6.772020 0.2 -0.2 0.1
H -7.370200 14.327843 9.377762 -0.1 -0.1 -0.6
C -12.310679 14.856610 8.797785 -0.5 -0.6 0.6
O -13.223012 15.145216 7.735144 1.0 -0.1 -0.2
H -11.763451 13.893471 8.606962 -0.3 0.9 0.3
H -11.631475 15.681308 9.038359 0.2 -0.1 -0.5
H -12.939958 14.765408 9.688767 0.2 -0.4 -0.1
H -12.648708 15.152767 6.957163 -0.6 0.2 -0.2
C -10.467240 11.558617 10.441686 1.0 -1.4 -1.8
O -11.550496 10.880678 11.055078 -0.8 1.3 -0.3
H -9.508794 10.995106 10.666970 -1.1 0.9 0.3
H -10.567479 11.376983 9.327613 0.2 0.7 0.8
H -10.377857 12.651331 10.625688 -0.1 -0.7 0.2
H -12.346628 11.321286 10.660443 0.6 -0.7 0.6
C -11.285732 11.867420 6.044216 0.7 0.4 0.3
O -10.047360 11.530569 6.694270 -0.7 -0.4 -0.3
H -11.089708 12.048304 4.987285 -0.3 0.0 -0.1
H -12.090568 11.148957 6.189663 0.1 -0.3 0.0
H -11.623866 12.781692 6.512119 -0.1 0.4 0.0
H -9.804956 10.677243 6.317914 0.2 0.0 0.1
C -11.011746 7.938133 8.008241 0.2 -0.3 -0.4
O -12.057015 7.344511 8.768184 -0.2 0.3 0.1
H -10.835424 8.965742 8.388327 -0.3 -0.6 -0.2
H -10.073644 7.358474 8.142306 -0.4 0.4 -0.2
H -11.281309 7.957692 6.921149 0.3 0.2 0.7
H -12.382280 6.541016 8.347885 0.3 0.2 -0.1
```
Positions in Å, forces in eV/Å.